This record from the OMol25 dataset describes a structure of composition C35H28N8O7STl. The level of theory is the ωB97M-V functional and the def2-TZVPD basis.

Total charge: -1
Energy relative to the best compared isomer or geometry (same formula, charge and spin), kcal per mole: 5.2
Gap between HOMO and LUMO, hartree: 0.239
LUMO energy, eV: 1.052
HOMO, eV: -5.463

Geometry as XYZ:
```
80
Properties=species:S:1:pos:R:3:forces:R:3
Tl 0.3278 0.6367 -0.1682 -0.027 -0.074 -0.110
O -1.3356 0.9413 4.1985 -0.037 -0.034 0.043
C -0.6820 0.9673 3.1464 -0.011 -0.001 -0.009
O -1.0834 1.2639 1.9901 0.004 0.061 -0.058
C 0.7972 0.5618 3.2660 0.021 -0.029 -0.034
C 1.3525 0.2439 4.4986 -0.014 -0.001 0.017
C 2.6741 -0.1692 4.5453 0.016 -0.007 0.007
C 3.3984 -0.2710 3.3674 -0.012 -0.004 -0.014
C 2.7751 0.0814 2.1794 0.024 0.019 0.015
N 1.5128 0.4992 2.1470 0.011 0.045 0.018
C 3.4888 -0.0353 0.8333 -0.004 -0.125 -0.086
O 4.5125 -0.7577 0.8029 -0.015 0.033 -0.043
O 2.9566 0.5557 -0.1359 0.024 0.053 0.097
H 0.7272 0.3191 5.3767 0.005 0.001 0.000
H 3.1339 -0.4258 5.4925 -0.001 0.000 0.004
H 4.4198 -0.6219 3.3356 0.000 0.000 -0.001
O 0.5319 8.6473 -0.7873 0.006 -0.030 0.011
N -0.0403 8.1003 -1.7110 0.003 0.010 0.013
O -0.7078 8.6865 -2.5413 -0.017 -0.001 -0.007
C 0.1124 6.6421 -1.8596 -0.004 0.080 0.026
C 0.0877 6.1829 -3.1259 0.021 -0.074 -0.020
C 0.2966 4.7973 -3.3932 -0.011 0.014 -0.018
C 0.3014 4.2741 -4.7001 0.008 0.016 0.013
C 0.5078 2.9347 -4.8780 -0.002 0.004 0.004
C 0.7144 2.1260 -3.7436 0.004 -0.019 -0.023
N 0.7246 2.5988 -2.5175 -0.015 0.033 -0.004
C 0.5130 3.9114 -2.3295 -0.010 0.005 0.049
C 0.4944 4.4155 -0.9620 0.065 -0.038 -0.050
N 0.6566 3.5137 0.0220 -0.007 0.005 0.060
C 0.6278 3.9215 1.2682 -0.044 0.023 -0.012
C 0.4206 5.2625 1.6215 0.005 -0.022 0.035
C 0.2565 6.1969 0.6368 0.006 0.004 -0.053
C 0.3034 5.7889 -0.7125 -0.006 -0.021 -0.005
H -0.0746 6.8725 -3.9428 -0.001 0.005 0.011
H 0.1386 4.9381 -5.5410 0.000 0.001 -0.002
H 0.5140 2.4885 -5.8628 0.002 -0.010 0.002
H 0.8673 1.0555 -3.8508 0.001 -0.002 -0.015
H 0.7481 3.1562 2.0248 -0.007 -0.007 0.009
H 0.3834 5.5417 2.6653 -0.001 0.008 -0.003
H 0.0979 7.2329 0.8867 0.000 0.023 0.002
N 3.7509 -1.4708 -1.8378 -0.096 0.223 -0.053
C 3.7306 -2.6237 -2.4838 0.113 -0.157 0.059
N 4.6648 -3.5602 -2.1306 -0.051 0.074 -0.020
N 2.9143 -2.9423 -3.4762 -0.090 -0.059 0.044
C 1.9777 -2.0486 -3.7405 0.079 0.100 -0.044
N 1.1517 -1.2709 -3.9848 -0.006 -0.032 -0.111
H 4.2693 -1.3073 -0.9646 -0.064 0.019 -0.036
H 3.0559 -0.7641 -2.0497 0.146 -0.131 0.129
H 5.0874 -3.4630 -1.2229 0.001 0.000 0.010
H 4.4572 -4.4952 -2.4344 -0.009 -0.001 -0.004
O -0.8585 -1.9655 1.0459 0.014 0.019 0.014
S -2.1308 -1.6469 0.3382 0.040 0.071 0.147
C -3.3466 -1.1716 1.6116 -0.024 -0.040 0.046
C -3.4875 -2.1641 2.7218 -0.018 0.001 -0.021
C -2.5823 -2.1639 3.7800 -0.021 -0.031 0.006
C -2.6866 -3.1154 4.7845 0.015 0.014 0.000
C -3.6925 -4.0705 4.7512 -0.017 -0.009 -0.005
C -4.6072 -4.0686 3.7068 0.010 0.006 0.002
C -4.5009 -3.1205 2.7001 -0.004 0.003 -0.002
C -2.8068 -3.2609 -0.1502 0.024 -0.034 -0.009
C -1.9172 -3.8060 -1.2295 -0.020 -0.001 -0.010
C -0.7014 -4.3977 -0.8982 0.008 -0.004 0.005
C 0.1746 -4.8000 -1.8946 -0.005 0.006 0.013
C -0.1528 -4.6192 -3.2304 -0.002 -0.008 -0.020
C -1.3658 -4.0383 -3.5677 0.003 -0.003 0.012
C -2.2401 -3.6317 -2.5713 -0.010 0.004 -0.004
H -4.2851 -1.0067 1.0761 0.002 0.018 0.008
H -2.9519 -0.2114 1.9579 -0.017 -0.006 0.010
H -1.8199 -1.3994 3.8297 0.022 0.032 -0.006
H -1.9785 -3.1011 5.6035 0.000 -0.004 -0.001
H -3.7702 -4.8084 5.5401 -0.001 0.000 0.000
H -5.4033 -4.8023 3.6767 -0.001 -0.002 0.001
H -5.2184 -3.1184 1.8861 0.001 0.000 0.000
H -3.8279 -3.1007 -0.5022 -0.003 -0.016 -0.001
H -2.8111 -3.8840 0.7455 -0.009 0.003 -0.028
H -0.4311 -4.4996 0.1449 0.001 0.001 0.003
H 1.1312 -5.2304 -1.6271 0.005 -0.002 0.000
H 0.5513 -4.9012 -4.0022 0.000 0.002 -0.002
H -1.6184 -3.8735 -4.6070 0.003 0.000 -0.004
H -3.1755 -3.1513 -2.8368 0.001 -0.001 0.002
```
Positions in Å, forces in eV/Å.

Atom charges from the Löwdin analysis, given in e for atoms 1 to 5: atom 1 (Tl): 0.93, atom 2 (O): -0.02, atom 3 (C): -0.67, atom 4 (O): -0.18, atom 5 (C): -0.18

This record from the OMol25 dataset describes the ion C2H5N2O2S2 with charge +1 at a distorted geometry. The level of theory is the ωB97M-V functional and the def2-TZVPD basis.

Total charge: +1
Energy relative to the best compared isomer or geometry (same formula, charge and spin), kcal per mole: 58.0
Gap between HOMO and LUMO, hartree: 0.346
LUMO energy, eV: -4.896
HOMO, eV: -14.316

Geometry as XYZ:
```
13
Properties=species:S:1:pos:R:3:forces:R:3
C -0.2956 0.7388 0.3771 2.813 -2.748 -2.396
C -0.2123 -2.0288 0.0273 0.071 -0.149 -0.908
N -1.1057 -0.0681 0.9850 0.197 0.568 -0.271
N 0.8891 -0.1807 -0.6678 -3.364 1.914 1.663
O -0.9824 -1.4410 1.0535 -0.218 0.145 0.720
O 1.0343 -1.4033 -0.0600 0.487 -0.227 0.431
S 1.2936 3.0006 -0.6825 0.248 0.006 0.264
S -0.4031 2.4218 0.3226 -0.277 0.401 0.205
H -0.0529 -3.0601 0.3530 -0.030 0.308 0.002
H -0.7416 -1.9817 -0.9351 0.113 0.121 0.214
H -1.8828 0.2480 1.5681 0.138 -0.170 -0.164
H 1.7764 0.3109 -0.5528 0.017 -0.008 0.396
H 0.6831 3.4436 -1.7883 -0.193 -0.162 -0.155
```
Positions in Å, forces in eV/Å.

Atom charges from the Löwdin analysis, given in e for atoms 1 to 5: atom 1 (C): -0.48, atom 2 (C): -0.16, atom 3 (N): 0.05, atom 4 (N): 0.10, atom 5 (O): 0.01

This record from the OMol25 dataset describes a structure of composition C42H31FFeN5O4P at a distorted geometry. The level of theory is the ωB97M-V functional and the def2-TZVPD basis.

2S+1: 2
Total charge: +1
Gap between HOMO and LUMO (spin up / spin down), hartree: 0.267 / 0.261
LUMO energy (spin up / spin down), eV: -3.017 / -3.349
HOMO (spin up / spin down), eV: -10.284 / -10.445

Geometry as XYZ:
```
85
Properties=species:S:1:pos:R:3:forces:R:3
Fe 0.2285 -0.3394 0.4362 -0.553 -0.315 -0.119
C 1.3960 2.4482 3.5707 -0.081 0.070 0.043
C 1.0816 1.2263 2.9491 -0.169 -0.113 0.092
N 0.4039 1.1618 1.8259 0.253 -0.375 -0.159
C -0.0291 2.3260 1.2498 -0.141 0.042 -0.141
C 0.2661 3.5865 1.7806 0.034 -0.012 -0.063
C 1.0136 3.6201 2.9815 -0.032 -0.058 0.023
C -0.2110 4.7281 1.0899 0.035 0.014 0.076
C -0.9520 4.5717 -0.0443 -0.056 0.000 -0.058
C -1.2803 3.2951 -0.5597 -0.012 -0.048 0.081
C -0.8304 2.1693 0.0797 -0.127 -0.087 0.590
N -1.0533 0.8205 -0.1961 0.605 0.480 -0.700
C -2.3210 0.2729 -0.3809 -0.175 -0.135 0.384
C -3.4150 0.7979 -1.0237 0.161 -0.103 -0.002
C -4.6426 0.0972 -1.0136 -0.056 -0.004 -0.025
C -4.8003 -1.0894 -0.3587 -0.008 -0.017 0.011
C -3.7082 -1.6410 0.3545 0.035 0.007 -0.016
C -3.7594 -2.8270 1.1226 0.035 0.022 0.008
C -2.6531 -3.2385 1.8131 -0.040 -0.013 -0.005
C -1.4721 -2.4806 1.7425 0.025 -0.038 -0.010
N -1.3966 -1.3833 1.0234 0.102 0.344 0.074
C -2.4877 -0.9533 0.3298 -0.041 0.166 -0.088
H 1.9565 2.4350 4.4943 -0.005 0.003 0.008
H 1.3985 0.2875 3.3869 0.049 0.003 -0.046
H 1.2637 4.5738 3.4290 0.004 0.009 -0.004
H 0.0091 5.7135 1.4783 0.016 0.006 -0.008
H -1.3135 5.4465 -0.5683 -0.003 0.005 -0.008
H -1.8567 3.2257 -1.4688 -0.056 -0.013 -0.027
H -3.3591 1.7364 -1.5498 0.036 0.050 -0.037
H -5.4806 0.5274 -1.5458 -0.003 -0.001 0.003
H -5.7501 -1.6071 -0.3632 -0.003 0.001 0.003
H -4.6801 -3.3957 1.1627 -0.002 -0.005 -0.007
H -2.6560 -4.1404 2.4074 -0.015 -0.001 0.006
H -0.5762 -2.8057 2.2551 0.016 0.013 -0.016
F 5.6418 -4.4314 -0.6615 0.005 0.006 -0.010
C 4.4246 -4.6272 -0.1558 -0.020 0.016 -0.014
C 3.3269 -4.2954 -0.8364 0.047 -0.015 0.018
N 2.0631 -4.5040 -0.3162 -0.034 -0.087 0.001
C 0.9228 -3.8726 -0.9408 -0.029 0.021 0.068
C 0.7642 -2.4580 -0.4465 0.113 -0.074 0.225
O 0.1048 -1.6035 -1.0859 -0.242 -0.047 -0.036
O 1.2443 -2.1141 0.6748 0.278 0.134 0.065
C 1.8694 -5.0103 0.9592 -0.022 0.068 0.019
O 0.7710 -5.1230 1.4606 0.006 -0.003 -0.003
N 3.0284 -5.3647 1.6126 0.017 -0.038 -0.016
C 4.3485 -5.1907 1.1922 -0.027 0.034 -0.016
O 5.2848 -5.4655 1.8983 0.012 0.010 0.010
H 3.3773 -3.8476 -1.8208 0.021 0.002 -0.014
H 0.0249 -4.4133 -0.6361 -0.002 -0.001 -0.077
H 0.9971 -3.8972 -2.0262 0.073 0.028 0.006
H 2.9035 -5.7489 2.5395 0.002 0.003 0.000
C 5.0873 -0.5689 3.5072 -0.023 0.011 -0.009
C 4.7541 -1.5987 2.6376 0.004 -0.013 0.020
C 3.9915 -1.3373 1.5106 -0.039 0.013 0.009
C 3.5620 -0.0406 1.2227 0.033 0.062 -0.019
C 3.9108 0.9864 2.1005 0.036 0.038 -0.106
C 4.6629 0.7232 3.2361 0.016 -0.009 0.003
P 2.4975 0.2979 -0.2218 0.043 0.169 -0.031
C 2.9432 1.9815 -0.7626 -0.095 -0.035 -0.041
C 1.9773 2.7351 -1.4207 -0.145 -0.065 -0.013
C 2.2954 3.9718 -1.9641 -0.004 0.019 0.011
C 3.5882 4.4590 -1.8644 0.008 -0.025 0.013
C 4.5677 3.6986 -1.2354 -0.019 0.021 -0.005
C 4.2517 2.4646 -0.6939 -0.029 -0.025 0.002
C 3.2117 -0.6722 -1.5972 0.040 -0.017 0.095
C 2.4482 -0.8840 -2.7443 -0.060 0.016 0.001
C 3.0070 -1.5051 -3.8523 0.005 -0.009 -0.006
C 4.3355 -1.9070 -3.8313 0.003 0.000 0.011
C 5.1093 -1.6750 -2.7021 -0.018 -0.029 -0.018
C 4.5527 -1.0578 -1.5928 -0.003 -0.031 0.033
H 5.6826 -0.7729 4.3871 0.010 0.000 0.000
H 5.0978 -2.6072 2.8309 -0.009 -0.011 0.002
H 3.7391 -2.1483 0.8454 -0.039 -0.038 -0.022
H 3.6036 2.0043 1.8979 0.012 -0.007 -0.033
H 4.9282 1.5344 3.9016 0.005 0.007 0.005
H 0.9665 2.3536 -1.5214 0.189 0.026 -0.024
H 1.5298 4.5493 -2.4654 0.003 0.005 -0.010
H 3.8396 5.4228 -2.2863 0.005 0.007 -0.002
H 5.5839 4.0648 -1.1757 0.002 0.003 0.003
H 5.0312 1.8766 -0.2295 0.020 -0.039 0.056
H 1.4155 -0.5631 -2.7777 0.005 -0.003 0.008
H 2.4041 -1.6640 -4.7368 0.000 0.001 -0.007
H 4.7708 -2.3885 -4.6969 0.001 -0.004 -0.005
H 6.1479 -1.9763 -2.6816 0.009 -0.003 0.002
H 5.1713 -0.8822 -0.7227 0.007 0.010 -0.012
```
Positions in Å, forces in eV/Å.

Atom charges from the Löwdin analysis, given in e for atoms 1 to 5: atom 1 (Fe): 0.62, atom 2 (C): -0.04, atom 3 (C): -0.10, atom 4 (N): 0.05, atom 5 (C): -0.15

This record from the OMol25 dataset describes a cluster of 3 separate species, C15H36BrFNO6 in total. The level of theory is the ωB97M-V functional and the def2-TZVPD basis.

Total charge: +1
Gap between HOMO and LUMO, hartree: 0.192
LUMO energy, eV: -5.221
HOMO, eV: -10.453

Geometry as XYZ:
```
60
Properties=species:S:1:pos:R:3:forces:R:3
C -3.9079 -2.3669 -2.5593 0.162 -0.065 -0.002
C -5.1843 -1.6855 -2.1318 -0.089 0.060 0.018
F -5.7898 -2.3188 -1.0891 -0.004 -0.082 0.178
N -6.2799 -1.7391 -3.1956 -0.017 0.152 -0.134
C -6.6963 -3.1440 -3.5725 0.039 -0.027 0.013
Br -5.7867 -0.6690 -4.6808 -0.021 0.026 -0.030
H -3.0562 -1.7048 -2.3837 -0.091 -0.104 0.007
H -3.7746 -3.2680 -1.9556 -0.029 0.112 -0.085
H -3.9174 -2.6557 -3.6138 0.005 0.075 0.113
H -5.0761 -0.6313 -1.8686 0.041 -0.051 -0.104
H -7.0848 -1.2468 -2.8004 0.055 -0.100 0.034
H -6.4543 -3.3231 -4.6172 -0.006 0.006 0.127
H -6.1562 -3.8320 -2.9242 -0.116 0.031 -0.086
H -7.7687 -3.2340 -3.4078 0.115 -0.006 -0.048
C 1.5815 -2.0726 1.6239 0.085 0.045 0.004
O 0.5753 -1.1198 1.8809 -0.197 -0.062 -0.042
C 0.4774 -0.0607 0.9450 0.149 0.056 0.063
C -0.9658 0.2106 0.5961 0.095 0.131 -0.033
O -1.5887 -0.8368 -0.1443 -0.090 0.023 -0.108
C -2.0543 -1.9601 0.5783 -0.099 -0.177 -0.067
C -3.3871 -1.7489 1.2602 -0.188 -0.141 0.039
O -3.2894 -0.8905 2.3705 0.258 0.127 -0.049
C -4.3075 0.0755 2.4778 -0.113 -0.040 0.022
H 2.5677 -1.7227 1.9437 0.019 0.035 -0.012
H 1.3358 -2.9678 2.1933 0.006 0.002 0.014
H 1.6299 -2.3284 0.5599 -0.016 -0.011 0.006
H 1.0495 -0.2828 0.0381 -0.028 -0.056 -0.001
H 0.8929 0.8605 1.3709 0.094 -0.028 -0.025
H -0.9749 1.0739 -0.0735 -0.054 0.031 0.058
H -1.5380 0.4565 1.4923 0.010 -0.103 0.001
H -1.3233 -2.3475 1.2895 0.059 0.200 0.007
H -2.2114 -2.7258 -0.1891 0.054 -0.112 0.123
H -3.7548 -2.7331 1.5842 -0.081 0.024 -0.021
H -4.1073 -1.3474 0.5348 0.024 0.052 0.014
H -4.4823 0.5772 1.5178 0.020 0.017 0.011
H -3.9787 0.8168 3.2026 -0.009 -0.015 0.026
H -5.2507 -0.3612 2.8246 -0.001 -0.015 -0.024
C 6.6286 1.6161 -2.0024 0.046 0.059 -0.098
O 6.0115 2.5048 -1.1011 -0.052 -0.122 0.190
C 4.7439 2.9771 -1.5029 -0.006 0.115 -0.152
C 3.7663 3.0142 -0.3502 -0.035 0.074 -0.065
O 3.3592 1.7375 0.1163 -0.112 -0.021 -0.019
C 4.2625 1.0011 0.9240 0.023 -0.065 0.044
C 4.3904 1.4969 2.3465 0.008 -0.116 0.169
O 5.0799 2.7255 2.4180 -0.042 0.094 -0.228
C 4.5541 3.6477 3.3436 0.020 -0.034 0.119
H 7.0490 2.1395 -2.8683 -0.027 0.005 -0.011
H 7.4379 1.1212 -1.4686 0.021 0.020 -0.006
H 5.9242 0.8573 -2.3615 0.005 -0.012 0.024
H 4.3357 2.3522 -2.3064 0.003 -0.044 0.043
H 4.8341 4.0019 -1.8891 0.015 -0.031 -0.072
H 2.8513 3.4734 -0.7350 0.014 0.051 0.068
H 4.1503 3.6372 0.4593 0.073 -0.087 -0.002
H 5.2447 0.9116 0.4564 -0.011 0.119 0.026
H 3.8216 0.0037 0.9869 0.056 -0.065 -0.053
H 4.9393 0.7299 2.9111 -0.044 0.019 0.064
H 3.3920 1.5864 2.7926 -0.010 0.038 -0.046
H 3.4634 3.7174 3.2618 0.008 0.018 -0.019
H 4.9879 4.6197 3.1163 0.024 -0.003 0.017
H 4.8096 3.3817 4.3752 -0.017 -0.023 -0.001
```
Positions in Å, forces in eV/Å.

Atom charges from the Löwdin analysis, given in e for atoms 1 to 5: atom 1 (C): -0.01, atom 2 (C): -0.41, atom 3 (F): 0.04, atom 4 (N): -0.45, atom 5 (C): -0.02

| no. | energy (eV) | M (Da) |
| --- | --- | --- |
| 1 | -78534.3670 | 909.1 |
| 2 | -30888.4865 | 153.2 |
| 3 | -106089.7205 | 775.6 |
| 4 | -102662.3123 | 425.4 |